Entry 1:
DFT (wB97M-V/def2-TZVPD) results for 14 unconnected molecules or ions with the total composition C53H100O42.

Positions of all 195 atoms, in Å:
C1 -2.6189 -1.4874 -4.8909
C2 -2.7379 -0.0057 -5.1854
O1 -1.3971 0.2558 -4.9574
C3 -0.8962 -0.4554 -4.0161
O2 0.1862 -0.2580 -3.4549
O3 -1.6227 -1.5820 -3.9250
H1 -2.3066 -2.0724 -5.7560
H2 -3.5555 -1.8447 -4.4629
H3 -3.4584 0.6275 -4.6678
H4 -2.8070 0.1673 -6.2594
C4 0.1538 -2.8784 -1.3082
C5 -0.1009 -4.2486 -1.9579
O4 -1.1287 -4.7288 -1.0798
C6 -1.6537 -3.6513 -0.3354
O5 -2.5891 -3.6668 0.4642
O6 -1.0589 -2.5343 -0.6948
H5 0.3973 -2.1643 -2.0949
H6 0.9736 -2.8910 -0.5900
H7 0.7666 -4.9053 -2.0228
H8 -0.4958 -4.2639 -2.9738
C7 6.5784 -2.7497 -1.0248
C8 6.9926 -2.1209 -2.3600
O7 6.3783 -2.9959 -3.3012
C9 5.4966 -3.8070 -2.7235
O8 4.8372 -4.6638 -3.2917
O9 5.5148 -3.5682 -1.4039
H9 6.3675 -2.0957 -0.1787
H10 7.3179 -3.4291 -0.6011
H11 8.0804 -2.0752 -2.4124
H12 6.7490 -1.0593 -2.4020
C10 3.2349 -0.8473 -1.3349
C11 2.7768 0.5708 -0.8632
O10 1.5295 0.4595 -0.2410
C12 1.3104 0.0448 1.0414
O11 2.1770 -0.4263 1.7964
O12 -0.0366 0.2820 1.3319
C13 -0.5928 -0.0960 2.6203
H13 4.3229 -0.8841 -1.3893
H14 2.8785 -0.9544 -2.3595
H15 2.9009 -1.7102 -0.7588
H16 2.6725 1.2894 -1.6762
H17 3.4471 1.0041 -0.1209
H18 -0.0745 -0.9824 2.9859
H19 -1.6659 -0.2871 2.6321
H20 -0.4647 0.7186 3.3332
C14 6.4477 6.6674 0.4802
C15 4.9313 6.4488 0.5483
O13 4.6149 5.3286 -0.2949
C16 3.6482 5.4573 -1.3545
O14 3.2724 6.4674 -1.8777
O15 3.2963 4.2303 -1.6619
C17 2.5557 3.9489 -2.8312
H21 6.7499 6.9952 -0.5144
H22 6.8010 5.6511 0.6546
H23 6.9427 7.3589 1.1621
H24 4.3755 7.3249 0.2140
H25 4.7008 6.2568 1.5962
H26 1.9216 3.0781 -2.6647
H27 3.2471 3.7567 -3.6516
H28 1.9512 4.7703 -3.2158
C18 11.5070 -1.1226 1.7356
C19 10.8229 0.1745 1.1586
O16 9.6537 0.4035 1.9065
C20 8.4564 -0.1862 1.6440
O17 8.2465 -0.9356 0.6937
O18 7.5638 0.2156 2.6318
C21 6.1825 -0.0191 2.4968
H29 10.8309 -1.9772 1.7580
H30 11.7829 -0.9341 2.7731
H31 12.3479 -1.3113 1.0681
H32 10.6459 0.1804 0.0831
H33 11.4914 0.9987 1.4077
H34 5.9741 -1.0878 2.5467
H35 5.7304 0.4154 1.6052
H36 5.6753 0.3986 3.3665
C22 -2.2854 5.2154 -5.8876
C23 -1.2969 4.0103 -5.6771
O19 -0.7014 3.9376 -4.3640
C24 -1.3105 3.3343 -3.3714
O20 -2.4592 2.8173 -3.3851
O21 -0.4416 3.1730 -2.4666
C25 -0.7828 2.5680 -1.2112
H37 -2.7810 5.0979 -6.8513
H38 -1.7491 6.1570 -6.0053
H39 -3.0999 5.3027 -5.1686
H40 -0.3741 4.1843 -6.2305
H41 -1.7155 3.1059 -6.1187
H42 -0.7327 1.4914 -1.3743
H43 -1.7603 2.8862 -0.8488
H44 0.0907 2.6318 -0.5624
C26 2.3250 3.5913 2.2012
C27 2.3329 3.0086 3.6798
O22 1.7605 3.7903 4.7140
C28 0.4225 3.9716 4.7427
O23 -0.3760 3.1760 4.1672
O24 0.1708 4.9393 5.5691
C29 -1.1617 5.3840 5.6740
H45 3.0896 3.1477 1.5634
H46 2.6222 4.6335 2.0850
H47 1.2919 3.6124 1.8544
H48 3.3832 2.9212 3.9581
H49 1.8558 2.0292 3.7158
H50 -1.8348 4.5782 5.9669
H51 -1.5496 5.7053 4.7073
H52 -1.2279 6.2724 6.3021
C30 -9.2162 -2.5473 2.6612
C31 -8.6224 -1.2456 2.2806
O25 -7.2587 -0.9196 2.7652
C32 -6.1995 -1.2374 1.9518
O26 -6.2513 -1.8936 0.9087
O27 -4.9967 -0.8072 2.5001
C33 -4.8640 -0.0255 3.6908
H53 -8.6868 -3.3772 2.1931
H54 -10.2884 -2.6373 2.4872
H55 -8.9695 -2.6285 3.7198
H56 -9.3327 -0.5625 2.7464
H57 -8.8555 -0.9281 1.2643
H58 -5.1795 -0.5735 4.5787
H59 -5.6982 0.6424 3.4758
H60 -3.8881 0.4382 3.8349
C34 -8.9485 1.9983 4.3027
C35 -8.2541 2.9288 3.3596
O28 -6.8215 3.1153 3.7138
C36 -5.9191 3.4419 2.7478
O29 -6.1437 3.7128 1.5905
O30 -4.6856 3.3290 3.3301
C37 -3.4828 3.2766 2.6199
H61 -9.9223 1.7277 3.8945
H62 -9.0912 2.6295 5.1798
H63 -8.4141 1.0684 4.4971
H64 -8.8325 3.8524 3.3374
H65 -8.3822 2.5093 2.3618
H66 -3.1686 2.2333 2.5917
H67 -2.6626 3.7770 3.1347
H68 -3.5940 3.7614 1.6500
C38 -0.6641 -8.2265 2.6403
C39 0.4109 -7.3022 2.0886
O31 0.4247 -6.0099 2.7444
C40 1.1617 -5.0133 2.2987
O32 1.6683 -4.9590 1.1618
O33 1.3087 -4.1340 3.3408
C41 2.4383 -3.3012 3.2147
H69 -0.9173 -9.1041 2.0455
H70 -1.6671 -7.7998 2.6485
H71 -0.4517 -8.5775 3.6502
H72 0.1851 -7.0830 1.0450
H73 1.3656 -7.8101 1.9526
H74 3.2289 -3.8610 3.7143
H75 2.1873 -2.4123 3.7936
H76 2.7182 -2.8680 2.2544
C42 2.9132 -0.2441 -5.5070
C43 3.0991 0.4503 -6.8204
O34 2.6521 -0.3304 -7.8640
C44 3.5179 -1.0794 -8.5962
O35 4.7501 -1.0469 -8.3899
O36 2.8838 -1.7417 -9.5780
C45 3.5457 -2.1920 -10.7382
H77 2.9251 0.5566 -4.7674
H78 3.7934 -0.8745 -5.3803
H79 2.0252 -0.8762 -5.5074
H80 4.1230 0.7943 -6.9663
H81 2.3706 1.2457 -6.6631
H82 4.6304 -2.0903 -10.7020
H83 3.1262 -1.6182 -11.5646
H84 3.3869 -3.2358 -11.0089
C46 -3.5388 -0.1475 -0.6849
C47 -4.8517 0.7181 -0.7259
O37 -5.3447 0.7903 -2.0810
C48 -5.8652 -0.2856 -2.7371
O38 -6.1004 -1.3834 -2.2017
O39 -6.0667 0.0116 -4.0296
C49 -6.5939 -1.0697 -4.8542
H85 -2.7103 0.2523 -1.2696
H86 -3.6759 -1.1374 -1.1200
H87 -3.2423 -0.2458 0.3594
H88 -4.6122 1.6529 -0.2190
H89 -5.5722 0.3044 -0.0204
H90 -7.4653 -1.5857 -4.4509
H91 -5.8813 -1.8769 -5.0234
H92 -6.9346 -0.6955 -5.8196
C50 -2.3513 -4.3157 3.7904
C51 -2.4657 -2.8384 4.1878
O40 -2.2333 -2.5877 5.5643
C52 -1.9962 -1.3203 6.0763
O41 -1.8618 -0.2919 5.3773
O42 -1.9709 -1.3334 7.4938
C53 -2.3792 -2.4493 8.3212
H93 -3.0777 -4.8903 4.3652
H94 -1.3516 -4.6585 4.0572
H95 -2.4882 -4.4852 2.7224
H96 -3.4453 -2.4353 3.9309
H97 -1.6837 -2.3092 3.6432
H98 -3.4406 -2.5940 8.1197
H99 -2.2106 -2.3824 9.3960
H100 -1.9493 -3.3804 7.9518

Cartesian forces (eV/Å) of the 6 atoms listed first:
C -2.7719 -0.7629 -0.1551
C -0.1071 -1.0144 -1.9464
O 1.4666 4.4102 -0.4889
C 3.8191 -1.4079 1.7029
O -2.6549 -0.3011 -0.8860
O 0.7105 -0.0739 1.6235

Summary:
HOMO level: -10.04 eV

Atomic partial charges in e from the Löwdin method, atoms 1 to 99: -0.12 -0.10 0.08 -0.56 0.10 0.08 0.14 0.13 0.13 0.14 -0.13 -0.09 0.03 -0.50 0.11 0.07 0.10 0.12 0.13 0.12 -0.15 -0.11 0.08 -0.56 0.13 0.05 0.10 0.13 0.13 0.12 -0.01 -0.18 -0.02 -0.46 0.08 -0.03 -0.03 0.06 0.07 0.07 0.11 0.11 0.08 0.07 0.07 -0.07 -0.24 -0.03 -0.52 0.14 0.00 -0.03 0.08 0.07 0.08 0.12 0.11 0.07 0.10 0.10 -0.05 -0.20 0.00 -0.47 0.10 -0.02 -0.06 0.07 0.08 0.07 0.12 0.12 0.09 0.09 0.09 -0.05 -0.17 0.04 -0.62 0.08 0.01 0.01 0.07 0.07 0.08 0.12 0.11 0.08 0.11 0.09 -0.03 -0.18 0.03 -0.54 0.07 0.04 -0.04 0.07 0.06

---

Entry 2:
DFT (wB97M-V/def2-TZVPD) results for 5 unconnected molecules or ions with the total composition C53H119N2OP2.

Positions of all 177 atoms, in Å:
C1 -1.2076 -0.8010 -0.0324
O1 -0.5639 -1.8086 -0.7235
H1 -2.2013 -0.5527 -0.4052
H2 -1.3063 -0.9840 1.0376
H3 -0.6976 0.1621 -0.0527
C2 -0.8740 3.1060 0.9021
C3 -0.2057 4.4165 0.3193
C4 0.6036 5.1464 1.3823
C5 -0.1232 5.5006 2.6811
P1 0.8631 5.9333 4.1751
C6 1.7912 7.4259 3.7535
C7 2.6968 7.9160 4.9335
C8 3.2937 9.3284 4.6848
C9 2.2790 10.4619 4.3096
C10 -0.4215 6.5601 5.3504
C11 -1.5429 7.4880 4.7506
C12 -2.4884 8.0035 5.8556
C13 -2.0089 9.2243 6.6263
C14 1.8697 4.6342 4.8356
C15 1.1421 3.3859 5.3982
C16 2.0018 2.5077 6.3449
C17 3.3390 1.9794 5.7514
H4 -1.7637 3.3035 1.5000
H5 -0.2189 2.5813 1.5975
H6 -1.1885 2.4558 0.0857
H7 -0.9144 5.0751 -0.1829
H8 0.4224 3.9804 -0.4576
H9 0.9371 6.1022 0.9782
H10 1.4784 4.5402 1.6178
H11 -0.7050 4.7034 3.1437
H12 -0.9034 6.2531 2.5663
H13 0.9942 8.1676 3.7012
H14 2.2676 7.2797 2.7841
H15 3.5737 7.2900 5.0988
H16 2.1655 7.9295 5.8852
H17 4.0401 9.1725 3.9059
H18 3.9044 9.6325 5.5349
H19 1.5056 10.4273 5.0769
H20 1.8568 10.3287 3.3136
H21 2.7637 11.4312 4.4272
H22 0.0492 7.2207 6.0784
H23 -0.8138 5.7436 5.9566
H24 -2.1583 7.0537 3.9627
H25 -1.1628 8.3586 4.2162
H26 -2.7244 7.1551 6.4979
H27 -3.4364 8.2641 5.3849
H28 -0.9856 9.1890 7.0001
H29 -2.6420 9.5250 7.4611
H30 -2.1518 10.0685 5.9517
H31 2.4014 5.1391 5.6422
H32 2.5650 4.2681 4.0803
H33 0.6548 2.7821 4.6326
H34 0.2779 3.6930 5.9872
H35 1.4197 1.6363 6.6448
H36 2.2464 3.0515 7.2573
H37 3.9926 1.4685 6.4584
H38 3.8458 2.8263 5.2889
H39 3.1824 1.3258 4.8932
C18 4.2351 -0.5982 -1.7282
C19 4.7662 -2.0040 -1.5132
C20 3.6699 -3.0520 -1.5153
C21 2.7806 -2.9584 -0.3202
P2 1.8251 -4.5580 0.0926
C22 3.1456 -5.8507 0.4498
C23 3.7598 -5.7523 1.8043
C24 4.8716 -4.6669 1.9164
C25 5.3327 -4.3804 3.3241
C26 0.7987 -5.2249 -1.3087
C27 1.6751 -5.7893 -2.4282
C28 0.7852 -6.5987 -3.3420
C29 1.5666 -7.0615 -4.5737
C30 0.6704 -4.1640 1.5447
C31 1.4134 -3.1860 2.5490
C32 0.4918 -2.6751 3.6688
C33 1.3324 -1.9348 4.7566
H40 5.1334 0.0173 -1.7771
H41 3.6767 -0.3144 -0.8362
H42 3.7262 -0.4381 -2.6788
H43 5.2858 -2.0190 -0.5552
H44 5.5718 -2.1164 -2.2388
H45 4.0537 -4.0707 -1.5708
H46 2.9959 -2.9866 -2.3694
H47 2.0288 -2.2162 -0.5882
H48 3.2853 -2.5366 0.5490
H49 3.9425 -5.7259 -0.2834
H50 2.6807 -6.8247 0.2970
H51 4.2653 -6.7015 1.9821
H52 2.9396 -5.7434 2.5222
H53 4.6037 -3.7122 1.4637
H54 5.7291 -4.9810 1.3213
H55 5.4151 -5.2945 3.9119
H56 4.4831 -3.8824 3.7914
H57 6.2188 -3.7478 3.2712
H58 0.2027 -4.3576 -1.5927
H59 0.1312 -5.9276 -0.8099
H60 2.4700 -6.3853 -1.9798
H61 2.2911 -5.0778 -2.9783
H62 0.0266 -5.9385 -3.7624
H63 0.4052 -7.4698 -2.8082
H64 1.7220 -6.1466 -5.1455
H65 1.0640 -7.7579 -5.2449
H66 2.5497 -7.4082 -4.2554
H67 0.4261 -5.0871 2.0704
H68 -0.2546 -3.8639 1.0523
H69 1.9081 -2.3590 2.0396
H70 2.1212 -3.8719 3.0144
H71 -0.0647 -3.5511 4.0021
H72 -0.2717 -1.9814 3.3169
H73 2.2041 -2.4498 5.1603
H74 0.6781 -1.6522 5.5813
H75 1.6437 -0.9227 4.4979
C34 -8.9408 -1.4064 -1.3022
C35 -7.7000 -1.9356 -2.1464
C36 -7.2595 -3.3863 -1.6450
C37 -6.1041 -3.9086 -2.5397
N1 -4.6446 -3.5379 -2.1667
C38 -4.2894 -3.9961 -0.7139
C39 -2.9335 -4.6261 -0.9096
C40 -3.0155 -5.3593 -2.1910
C41 -3.7078 -4.3583 -3.1074
C42 -4.3145 -2.0052 -2.2848
H76 -9.9448 -1.6122 -1.6734
H77 -9.0484 -0.3232 -1.2457
H78 -8.8752 -1.7079 -0.2568
H79 -6.9046 -1.1904 -2.1578
H80 -8.1154 -2.0135 -3.1512
H81 -8.0727 -4.0900 -1.8224
H82 -7.0272 -3.3813 -0.5800
H83 -6.1885 -3.6290 -3.5898
H84 -6.0671 -4.9974 -2.5759
H85 -4.3497 -3.1264 -0.0596
H86 -4.9993 -4.7478 -0.3689
H87 -2.0985 -3.9352 -1.0263
H88 -2.6720 -5.2587 -0.0614
H89 -2.0706 -5.6677 -2.6383
H90 -3.7030 -6.1874 -2.0187
H91 -2.9270 -3.6909 -3.4720
H92 -4.2672 -4.6122 -4.0078
H93 -4.8190 -1.7768 -3.2236
H94 -3.2510 -1.7709 -2.2389
H95 -4.8368 -1.4951 -1.4755
C43 2.7028 3.3315 -5.3342
C44 2.2238 1.8790 -5.6477
C45 0.8576 1.3856 -5.2189
C46 0.2987 0.2316 -6.0317
N2 -0.3036 -0.9492 -5.2525
C47 0.7707 -1.6020 -4.3529
C48 0.1204 -2.8852 -4.0312
C49 -0.4662 -3.4319 -5.3269
C50 -0.9177 -2.1207 -6.1080
C51 -1.4478 -0.3648 -4.3386
C52 -2.4025 0.6180 -5.0001
C53 -3.5884 1.0214 -4.0718
H96 1.9772 4.1397 -5.4266
H97 3.5558 3.6077 -5.9540
H98 3.0346 3.3888 -4.2975
H99 3.0055 1.1779 -5.3552
H100 2.3309 1.7175 -6.7203
H101 0.2238 2.2687 -5.1383
H102 1.1322 1.1051 -4.2020
H103 1.1323 -0.2781 -6.5149
H104 -0.4415 0.4821 -6.7915
H105 0.8858 -1.0173 -3.4402
H106 1.6699 -1.7382 -4.9537
H107 -0.6441 -2.8688 -3.2543
H108 0.8497 -3.5508 -3.5695
H109 -1.3044 -4.0993 -5.1269
H110 0.3259 -3.9563 -5.8614
H111 -1.9877 -1.9707 -6.2520
H112 -0.4418 -2.1713 -7.0873
H113 -0.9669 0.1628 -3.5148
H114 -1.9226 -1.2554 -3.9268
H115 -2.8986 0.1288 -5.8383
H116 -1.9786 1.5112 -5.4590
H117 -4.2726 0.2168 -3.8024
H118 -4.1105 1.7724 -4.6646
H119 -3.2763 1.3481 -3.0798

Cartesian forces (eV/Å) of the 6 atoms listed first:
C -0.7019 -0.2828 0.0160
O -0.2369 0.7920 0.3599
H -0.2268 -0.1945 -0.3808
H 0.3139 -0.4069 0.2773
H 0.8299 0.0884 -0.2930
C -0.4013 1.1792 -0.0018

Summary:
Total charge: +4
Energy relative to the best compared isomer or geometry (same formula, charge and spin): 0.0 kJ/mol
2S+1: 2
HOMO level (alpha / beta): -17.57 / -17.57 eV

Atomic partial charges in e from the Löwdin method, atoms 1 to 99: -0.16 -0.06 0.07 0.09 0.09 -0.11 -0.22 -0.24 -0.26 1.01 -0.25 -0.23 -0.24 -0.08 -0.22 -0.23 -0.26 -0.09 -0.27 -0.23 -0.23 -0.09 0.07 0.07 0.04 0.11 0.10 0.11 0.11 0.08 0.09 0.08 0.11 0.10 0.10 0.10 0.11 0.07 0.07 0.08 0.09 0.09 0.09 0.11 0.11 0.11 0.07 0.08 0.08 0.11 0.10 0.10 0.10 0.10 0.11 0.08 0.06 0.05 -0.10 -0.24 -0.27 -0.27 1.14 -0.26 -0.24 -0.26 -0.08 -0.26 -0.27 -0.26 -0.08 -0.22 -0.23 -0.23 -0.08 0.09 0.07 0.06 0.12 0.12 0.10 0.09 0.07 0.08 0.09 0.11 0.13 0.10 0.07 0.12 0.09 0.06 0.09 0.05 0.10 0.10 0.10 0.08 0.13

---

For the records above, the corresponding strongest force on any atom values read 5.5, 2.9 eV/A.